Entry 1:
Density functional theory data (ωB97M-V with the def2-TZVPD basis set) for 2 unconnected molecules or ions with the total composition C9H13NO.

```
24
C9H13NO, DFT ωB97M-V with the def2-TZVPD basis set
C -0.412 -2.674 -1.953
C -0.464 -1.990 -0.624
C -0.004 -2.668 0.490
C -0.263 -2.203 1.772
C -0.807 -0.938 1.901
C -0.933 -0.144 0.772
C -0.882 -0.664 -0.514
H -1.420 -2.776 -2.348
H -0.030 -3.696 -1.918
H 0.085 -2.160 -2.776
H 0.333 -3.681 0.306
H -0.180 -2.818 2.652
H -0.925 -0.477 2.873
H -1.198 0.905 0.902
H -0.969 -0.021 -1.376
C 1.479 2.441 -0.841
C 1.186 3.074 0.488
N -0.090 3.486 0.715
O 2.078 3.241 1.294
H 2.115 3.013 -1.515
H 0.552 2.241 -1.396
H 1.915 1.458 -0.670
H -0.303 3.672 1.682
H -0.861 3.378 0.083
```

HOMO level in hartree: -0.336
Gap between HOMO and LUMO in eV: 9.88
Relative energy (zero: lowest compared OMol25 entry of this formula, charge and spin) in kJ/mol: 41.0
SMILES: Cc1ccccc1.CC(N)=O
Charge: 0

These are the natural (NBO) partial charges, in e, on atoms 1 to 2:
1 C -0.633
2 C -0.010

***

Entry 2:
Density functional theory data (ωB97M-V with the def2-TZVPD basis set) for 9 unconnected molecules or ions with the total composition C50H119N8O6.

```
183
C50H119N8O6, DFT ωB97M-V with the def2-TZVPD basis set
C -3.615 4.240 22.594
C -5.027 4.811 22.277
C -6.183 3.893 22.693
O -5.216 6.071 22.787
H -3.455 4.204 23.672
H -2.858 4.868 22.124
H -3.447 3.249 22.172
H -5.022 4.784 21.187
H -5.953 2.851 22.469
H -7.097 4.188 22.177
H -6.343 3.930 23.770
C 0.661 4.175 21.760
C -0.228 3.473 20.693
C -0.477 4.335 19.405
N -1.497 3.740 18.356
C -2.889 3.872 18.989
C -3.972 3.585 17.941
C -3.759 4.570 16.761
C -2.389 4.422 16.035
C -1.242 4.591 17.041
C -1.173 2.260 18.063
H 1.617 4.452 21.315
H 0.970 3.716 22.698
H 0.119 5.050 22.118
H -1.194 3.134 21.066
H 0.421 2.632 20.449
H 0.480 4.468 18.901
H -0.829 5.336 19.655
H -2.868 4.922 19.279
H -2.968 3.212 19.853
H -4.949 3.737 18.400
H -3.962 2.592 17.493
H -3.731 5.618 17.057
H -4.556 4.468 16.025
H -2.196 5.247 15.351
H -2.380 3.463 15.516
H -1.060 5.615 17.367
H -0.280 4.245 16.663
H -0.146 2.189 17.705
H -2.005 1.808 17.522
H -1.289 1.794 19.041
C -2.010 -0.036 27.885
C -2.379 1.454 28.132
C -1.448 2.294 27.262
N -1.812 3.790 27.127
C -1.634 4.559 28.478
C -1.975 6.126 28.435
C -1.006 6.734 27.419
C -0.930 6.006 26.105
C -0.817 4.455 26.085
C -3.226 3.876 26.534
H -2.591 -0.684 28.541
H -0.953 -0.181 28.105
H -2.250 -0.273 26.849
H -2.347 1.553 29.217
H -3.439 1.660 27.988
H -1.509 1.963 26.226
H -0.399 2.222 27.549
H -0.656 4.352 28.913
H -2.457 4.146 29.061
H -1.894 6.456 29.470
H -2.984 6.472 28.209
H -0.041 6.767 27.925
H -1.166 7.796 27.237
H -0.211 6.473 25.432
H -1.914 6.249 25.706
H 0.213 4.175 26.305
H -0.959 3.991 25.109
H -4.001 3.584 27.243
H -3.249 3.135 25.735
H -3.380 4.853 26.076
C -3.507 0.627 24.013
C -3.677 -0.061 22.575
C -4.715 0.522 21.681
N -4.771 -0.243 20.305
C -5.018 -1.813 20.313
C -6.436 -2.113 20.859
C -7.421 -1.578 19.875
C -7.340 -0.035 19.972
C -5.933 0.517 19.558
C -3.553 0.062 19.392
H -2.610 0.326 24.555
H -4.416 0.588 24.613
H -3.363 1.673 23.743
H -4.037 -1.046 22.874
H -2.699 -0.145 22.102
H -4.361 1.532 21.474
H -5.704 0.589 22.134
H -4.155 -2.160 20.881
H -4.899 -2.314 19.352
H -6.578 -1.823 21.900
H -6.546 -3.197 20.830
H -8.402 -1.827 20.279
H -7.241 -1.814 18.826
H -7.697 0.376 20.916
H -8.040 0.375 19.244
H -5.796 1.594 19.658
H -5.802 0.328 18.492
H -3.712 -0.353 18.397
H -2.549 -0.273 19.651
H -3.563 1.152 19.363
C -5.771 6.714 19.054
C -7.058 7.530 18.996
O -7.951 7.207 18.253
N -7.215 8.651 19.980
H -6.382 9.211 20.098
H -7.897 9.252 19.542
C -7.898 8.201 21.275
H -4.936 7.118 18.482
H -6.030 5.722 18.683
H -5.416 6.673 20.084
H -7.151 7.640 21.837
H -8.581 7.383 21.046
H -8.344 8.958 21.920
C -9.102 6.173 23.777
C -8.411 6.032 25.084
O -8.734 5.358 26.115
N -6.990 6.707 25.010
H -6.530 6.365 24.179
H -7.097 7.692 24.814
C -6.044 6.559 26.231
H -9.118 7.223 23.484
H -10.108 5.754 23.784
H -8.498 5.660 23.029
H -5.908 5.488 26.382
H -6.569 7.096 27.021
H -5.159 6.998 25.769
C -1.573 7.311 22.773
C -2.354 8.599 22.673
O -1.721 9.675 22.846
N -3.783 8.464 22.310
H -3.940 8.682 21.336
H -4.083 7.502 22.377
C -4.725 9.306 23.190
H -2.007 6.499 23.356
H -0.761 7.713 23.379
H -1.227 6.865 21.840
H -4.574 9.165 24.260
H -5.692 9.233 22.692
H -4.334 10.253 22.818
C -8.139 3.622 19.646
C -8.314 2.938 18.311
O -7.346 2.490 17.710
N -9.664 3.018 17.617
H -9.782 2.389 16.836
H -10.369 2.774 18.298
C -9.879 4.431 17.077
H -8.856 3.273 20.389
H -8.097 4.707 19.551
H -7.143 3.366 20.009
H -10.956 4.576 16.992
H -9.304 4.593 16.166
H -9.598 5.128 17.867
C -7.472 -1.033 24.562
C -8.323 -0.249 25.654
N -8.734 1.201 25.460
C -7.454 2.013 25.298
C -9.636 1.279 24.171
C -9.928 2.734 23.650
C -9.524 1.689 26.705
C -8.594 2.252 27.903
O -7.692 1.172 28.208
C -6.890 1.432 29.401
H -7.353 -2.052 24.930
H -6.484 -0.580 24.478
H -8.047 -1.107 23.639
H -7.778 -0.295 26.597
H -9.269 -0.765 25.819
H -7.750 3.050 25.138
H -6.854 1.583 24.497
H -6.717 1.901 26.094
H -10.552 0.762 24.456
H -9.142 0.680 23.407
H -8.969 3.072 23.257
H -10.311 3.474 24.353
H -10.618 2.783 22.808
H -10.111 0.841 27.056
H -10.222 2.479 26.428
H -9.269 2.486 28.726
H -8.076 3.184 27.677
H -7.427 1.921 30.214
H -5.930 1.901 29.187
H -6.602 0.452 29.782
```

HOMO level in hartree: -0.851
Gap between HOMO and LUMO in eV: 7.59
Charge: +7

These are the Löwdin partial charges, in e, on atoms 1 to 2:
1 C -0.042
2 C -0.593

***

Entry 3:
Density functional theory data (ωB97M-V with the def2-TZVPD basis set) for a single CH3Cl2O2P molecule.

```
9
CH3Cl2O2P, DFT ωB97M-V with the def2-TZVPD basis set
O -1.135 -0.127 1.710
P -0.943 -0.092 0.250
Cl -1.556 1.640 -0.769
Cl -2.069 -1.513 -0.556
C 0.783 -0.258 -0.360
O 1.750 0.292 0.585
H 0.910 -1.344 -0.549
H 0.922 0.220 -1.234
H 1.338 1.181 0.924
```

HOMO level in hartree: -0.416
Gap between HOMO and LUMO in eV: 11.63
Relative energy (zero: lowest compared OMol25 entry of this formula, charge and spin) in kJ/mol: 66.7
SMILES: O=P(Cl)(Cl)CO
Charge: 0

These are the natural (NBO) partial charges, in e, on atoms 1 to 2:
1 O -1.015
2 P 1.722

***

Entry 4:
Density functional theory data (ωB97M-V with the def2-TZVPD basis set) for a molecular structure, C4H16Br3NNbP2.

```
27
C4H16Br3NNbP2, DFT ωB97M-V with the def2-TZVPD basis set
C 0.108 3.401 -0.578
C 0.081 1.976 -1.159
P -1.219 0.874 -0.433
C -2.790 1.649 -1.031
Nb -1.009 -1.503 -1.343
P -0.838 -3.062 0.748
N 0.723 -3.347 1.095
H -0.573 4.065 -1.121
H -0.174 3.411 0.478
H 1.109 3.836 -0.689
H -0.060 2.008 -2.244
H 1.025 1.462 -0.966
H -2.844 1.600 -2.121
H -2.914 2.685 -0.701
H -3.603 1.035 -0.637
H 0.723 -0.920 -1.640
H -1.044 -2.829 -2.613
H -2.791 -1.519 -0.832
H -1.796 -0.655 -2.737
H -1.550 -2.633 1.901
H -1.467 -4.293 0.426
H 0.900 -4.336 0.949
C 3.944 -0.516 3.066
Br 2.418 -1.459 2.374
Br 5.469 -0.665 1.890
Br 3.600 1.331 3.504
H 4.228 -0.989 3.996
```

HOMO level in hartree: -0.159
Gap between HOMO and LUMO in eV: 6.80
Charge: -1

These are the natural (NBO) partial charges, in e, on atoms 1 to 2:
1 C -0.616
2 C -0.710

***

Entry 5:
Density functional theory data (ωB97M-V with the def2-TZVPD basis set) for a molecular structure, C34H45BeBrN2O2SSeSi.

```
88
C34H45BeBrN2O2SSeSi, DFT ωB97M-V with the def2-TZVPD basis set
Be -2.715 0.392 -0.153
C -1.595 -6.206 -0.910
C -1.628 -4.907 -0.153
C -1.503 -3.691 -0.813
C -1.527 -2.498 -0.108
C -1.714 -2.520 1.262
C -1.839 -3.724 1.941
C -1.788 -4.909 1.233
S -1.611 -1.066 2.276
O -2.396 -1.284 3.459
O -0.212 -0.778 2.466
N -2.283 0.160 1.379
C -1.986 1.441 1.875
C -1.693 1.819 3.170
C -1.412 3.165 3.469
C -1.403 4.145 2.512
C -1.650 3.791 1.169
C -1.545 4.661 0.066
C -1.721 4.181 -1.209
C -2.054 2.837 -1.401
N -2.189 2.006 -0.389
C -1.957 2.447 0.876
H -1.453 -6.036 -1.975
H -2.529 -6.752 -0.765
H -0.782 -6.840 -0.550
H -1.388 -3.670 -1.889
H -1.383 -1.562 -0.624
H -1.979 -3.706 3.015
H -1.878 -5.854 1.755
H -1.679 1.079 3.955
H -1.185 3.426 4.494
H -1.188 5.175 2.762
H -1.298 5.701 0.241
H -1.600 4.824 -2.069
H -2.211 2.421 -2.388
C 3.143 -1.354 1.751
C 3.427 -1.380 0.242
C 2.586 -2.528 -0.336
C 4.917 -1.690 0.033
Si 2.971 0.302 -0.581
Br 0.694 0.286 -0.769
C 3.322 1.851 0.518
C 4.779 1.847 1.004
C 3.077 3.146 -0.269
C 2.383 1.892 1.735
C 3.559 0.476 -2.422
C 2.744 1.523 -3.198
C 5.040 0.877 -2.486
C 3.381 -0.855 -3.169
H 3.345 -2.345 2.168
H 2.099 -1.113 1.965
H 3.786 -0.647 2.277
H 2.913 -3.470 0.115
H 2.686 -2.627 -1.416
H 1.528 -2.400 -0.103
H 5.179 -2.609 0.565
H 5.555 -0.891 0.420
H 5.158 -1.840 -1.021
H 5.482 1.812 0.168
H 4.984 1.000 1.659
H 4.983 2.760 1.572
H 3.797 3.274 -1.079
H 3.185 4.003 0.403
H 2.068 3.175 -0.686
H 2.505 1.035 2.394
H 1.334 1.926 1.438
H 2.592 2.794 2.319
H 2.821 2.519 -2.765
H 1.689 1.255 -3.245
H 3.122 1.577 -4.223
H 5.206 1.871 -2.065
H 5.370 0.902 -3.529
H 5.677 0.167 -1.954
H 2.350 -1.210 -3.110
H 4.044 -1.631 -2.786
H 3.622 -0.710 -4.226
Se -4.003 -0.444 -1.606
C -5.779 -0.193 -0.889
C -6.621 -1.294 -0.795
C -7.911 -1.144 -0.309
C -8.370 0.106 0.081
C -7.535 1.208 -0.032
C -6.242 1.063 -0.516
H -6.253 -2.263 -1.106
H -8.558 -2.008 -0.231
H -9.372 0.221 0.474
H -7.894 2.188 0.257
H -5.594 1.925 -0.611
```

HOMO level in hartree: -0.283
Gap between HOMO and LUMO in eV: 6.94
Charge: 0

These are the natural (NBO) partial charges, in e, on atoms 1 to 2:
1 Be 1.506
2 C -0.630

***

Entry 6:
Density functional theory data (ωB97M-V with the def2-TZVPD basis set) for a molecular structure, C36H44Ge2OPdS2Si.

```
87
C36H44Ge2OPdS2Si, DFT ωB97M-V with the def2-TZVPD basis set
Pd -0.761 -0.119 -0.474
C 3.504 1.129 -1.901
C 2.543 -0.037 -1.675
Ge 1.626 0.019 0.093
C 2.682 -1.099 1.333
C 4.180 -0.883 1.113
C 1.858 1.822 0.858
C 1.041 2.835 0.560
Ge -0.451 2.429 -0.657
C -2.070 3.417 -0.130
C -2.166 4.801 -0.776
C -0.042 2.694 -2.577
C 0.732 3.967 -2.917
C 1.148 4.168 1.203
C 1.097 4.272 2.594
C 1.184 5.508 3.218
C 1.325 6.663 2.463
C 1.376 6.573 1.079
C 1.280 5.338 0.456
H 3.979 1.067 -2.883
H 4.296 1.151 -1.150
H 2.984 2.087 -1.842
H 3.064 -0.996 -1.735
H 1.788 -0.059 -2.464
H 2.436 -2.154 1.231
H 2.407 -0.813 2.350
H 4.491 -1.212 0.120
H 4.768 -1.445 1.843
H 4.459 0.169 1.213
H 2.676 1.998 1.560
H -2.062 3.495 0.959
H -2.933 2.808 -0.401
H -1.327 5.438 -0.494
H -3.081 5.311 -0.467
H -2.184 4.732 -1.865
H -1.006 2.670 -3.094
H 0.514 1.817 -2.916
H 0.186 4.865 -2.625
H 0.923 4.032 -3.990
H 1.701 3.986 -2.413
H 0.978 3.371 3.183
H 1.138 5.568 4.298
H 1.391 7.628 2.949
H 1.491 7.468 0.480
H 1.322 5.278 -0.625
C -5.800 -0.085 -0.383
O -4.770 0.066 0.605
C -3.517 0.095 0.199
S -3.052 0.034 -1.421
S -2.318 0.178 1.394
H -6.731 -0.095 0.176
H -5.660 -1.021 -0.922
H -5.779 0.751 -1.081
C 2.873 -4.249 -2.781
C 2.888 -4.583 -1.435
C 1.930 -4.060 -0.576
C 0.943 -3.188 -1.041
C 0.953 -2.859 -2.401
C 1.899 -3.387 -3.266
Si -0.373 -2.430 0.068
C -2.048 -3.145 -0.421
C -2.339 -3.614 -1.704
C -3.611 -4.057 -2.036
C -4.624 -4.039 -1.088
C -4.353 -3.591 0.199
C -3.078 -3.153 0.527
C -0.140 -2.890 1.871
C -0.164 -4.243 2.222
C -0.048 -4.645 3.545
C 0.079 -3.695 4.548
C 0.087 -2.346 4.223
C -0.022 -1.953 2.897
H 3.620 -4.657 -3.450
H 3.647 -5.253 -1.051
H 1.959 -4.332 0.473
H 0.217 -2.161 -2.789
H 1.886 -3.115 -4.314
H -1.563 -3.642 -2.459
H -3.811 -4.418 -3.037
H -5.617 -4.385 -1.347
H -5.133 -3.588 0.950
H -2.883 -2.807 1.536
H -0.289 -4.998 1.452
H -0.066 -5.699 3.793
H 0.163 -4.005 5.582
H 0.175 -1.600 5.002
H -0.013 -0.895 2.656
```

HOMO level (alpha / beta) in hartree: -0.253 / -0.296
Gap between HOMO and LUMO (alpha / beta) in eV: 7.38 / 6.40
Relative energy (zero: lowest compared OMol25 entry of this formula, charge and spin) in kJ/mol: 0.0
Spin multiplicity: 3
Charge: 0

These are the Löwdin partial charges, in e, on atoms 1 to 2:
1 Pd 0.180
2 C -0.163